# 1
The following is a DFT calculation (ωB97M-V/def2-TZVPD) of a molecular structure, Cs2F8K2N4O16S8 at a distorted geometry.

Geometry (Å):
K 13.4981 -4.4424 -7.3817
K 8.5727 -6.5893 -6.8849
Cs 9.7275 -2.1610 -12.7765
Cs 13.5163 -9.4920 -10.4512
N 9.4830 -5.9630 -9.1801
S 9.7856 -7.2979 -10.2463
O 11.1324 -7.8039 -10.2638
O 9.0590 -7.3698 -11.4626
F 8.9991 -8.4133 -9.4038
S 10.4472 -5.0043 -9.8695
O 10.1359 -4.6662 -11.2264
O 11.8096 -4.9831 -9.4038
F 9.7508 -3.7322 -9.1686
N 9.4435 -12.8637 -10.2742
S 8.5243 -11.8542 -9.2874
O 7.3619 -11.1875 -9.7942
O 9.3195 -11.1622 -8.3120
F 7.8839 -13.0717 -8.4587
S 9.8008 -11.8270 -11.3906
O 11.0017 -11.0825 -11.0501
O 8.7605 -11.0955 -12.0588
F 10.3079 -12.8449 -12.5105
N 13.9233 -4.6116 -14.4253
S 14.8719 -5.5515 -13.6272
O 14.5918 -6.9565 -13.7949
O 15.3542 -5.0634 -12.3575
F 16.1378 -5.4153 -14.6086
S 12.7501 -4.5401 -13.2641
O 12.7274 -3.3220 -12.4716
O 12.1561 -5.7512 -12.7634
F 11.5978 -4.1531 -14.3613
N 9.2000 -0.8099 -7.4275
S 10.1142 -0.4287 -8.5970
O 9.9472 -1.2562 -9.7576
O 11.4205 0.0388 -8.2085
F 9.3430 0.9286 -9.0298
S 10.2333 -1.6704 -6.4324
O 10.5232 -1.0127 -5.1859
O 11.1856 -2.6266 -6.9465
F 9.0823 -2.6221 -5.8571

Output
charge = 0
molecular weight = 1064.5 g mol⁻¹
LUMO energy = -2.060 eV
HOMO = -9.255 eV
2S+1 = 1

=====

# 2
The following is a DFT calculation (ωB97M-V/def2-TZVPD) of a molecular structure, Cs2F8N4NaO16S8 at a distorted geometry.

Geometry (Å):
Na 2.5185 2.1507 -0.6432
Cs -2.0993 -0.4964 0.0521
Cs 3.6798 -4.8927 -3.2289
N -1.4782 1.0789 -4.9291
S -2.6569 1.6426 -3.8972
O -2.8891 3.0297 -3.8119
O -2.8660 0.8314 -2.7394
F -3.8029 1.1709 -4.9121
S -0.2258 1.8182 -4.2770
O 0.1408 1.4609 -2.9387
O -0.1385 3.1906 -4.6522
F 0.9296 1.1462 -5.1728
N 0.9938 3.5192 0.3676
S 0.7090 3.1395 1.9823
O -0.1730 2.0593 2.2800
O 0.6726 4.2438 2.8716
F 2.1771 2.5318 2.1864
S -0.5330 3.6685 -0.0339
O -1.2573 4.7100 0.5960
O -1.1343 2.4155 -0.3203
F -0.2969 4.3139 -1.4692
N -0.7094 -4.4677 3.8532
S -0.8839 -2.8760 3.6691
O -0.8309 -1.9970 4.7849
O -1.8742 -2.5621 2.6814
F 0.4812 -2.5749 2.9201
S -1.8031 -4.7969 4.9634
O -3.1410 -4.8290 4.4706
O -1.5903 -4.2339 6.2504
F -1.4332 -6.3430 5.1243
N 2.8369 -0.1587 -0.7567
S 2.2270 -1.0388 -1.9158
O 0.8391 -1.3233 -1.7829
O 3.0379 -2.1292 -2.3997
F 2.3079 -0.0639 -3.1332
S 2.1063 -0.8038 0.6004
O 2.4587 -2.1588 0.8363
O 0.7809 -0.3721 0.8509
F 2.9198 -0.0037 1.6736

Output
charge = -1
molecular weight = 1009.3 g mol⁻¹
LUMO energy = -0.388 eV
HOMO = -6.671 eV
2S+1 = 1

=====

# 3
The following is a DFT calculation (ωB97M-V/def2-TZVPD) of a molecular structure, CsO8S2 at a distorted geometry.

Geometry (Å):
Cs 18.9501 7.8246 -3.9537
S 17.5014 4.5783 -3.6904
O 18.8476 4.7825 -3.1557
O 17.6436 3.9752 -5.0403
O 16.8424 3.5345 -2.8298
O 16.8169 5.8868 -3.7133
S 22.3932 6.6336 -3.9394
O 23.6816 7.2144 -3.9785
O 21.5068 7.2404 -2.9123
O 21.7473 6.8338 -5.2348
O 22.5738 5.1832 -3.7348

Output
charge = -2
<S²> = 0.76
molecular weight = 325.0 g mol⁻¹
LUMO energy (alpha / beta) = 3.757 / 3.006 eV
HOMO (alpha / beta) = -0.030 / 0.007 eV
2S+1 = 2

=====

# 4
The following is a DFT calculation (ωB97M-V/def2-TZVPD) of a molecular structure, CuH12O6 at a distorted geometry.

Geometry (Å):
Cu 8.0680 -0.2400 -17.3950
O 8.1710 1.6410 -18.3810
H 7.8260 1.7950 -19.2900
H 8.8520 2.3430 -18.1290
O 8.6920 0.6570 -15.5370
H 8.5760 -0.1140 -14.8620
H 9.3290 1.2950 -15.1750
O 10.1730 -0.1760 -17.7130
H 10.8510 -0.3380 -17.0340
H 10.4960 -0.2180 -18.6000
O 8.0870 -1.7060 -19.0370
H 8.1160 -2.5810 -18.6180
H 7.7200 -1.9430 -19.8620
O 6.0440 0.2760 -17.0720
H 5.3770 0.0650 -17.7240
H 5.8000 1.1810 -16.8480
O 7.8460 -1.9640 -16.1630
H 6.9550 -2.1670 -15.7580
H 8.4440 -2.6930 -16.0400

Output
charge = +2
<S²> = 0.75
molecular weight = 171.6 g mol⁻¹
LUMO energy (alpha / beta) = -7.237 / -10.383 eV
HOMO (alpha / beta) = -20.228 / -20.058 eV
2S+1 = 2